Entry 1:
Molecular formula: C5H11NO
Method: DFT, the ωB97M-V functional and the def2-TZVPD basis

Properties
Net charge: 0
SMILES: [H]/N=C/[C@H](C)O.C=C
Multiplicity: 1

Last column: Löwdin charge in e.
Element x y z (Å)
C1 1.11310 -1.70550 -0.97660  -0.08
C2 1.34631 -0.68740 -1.79014  -0.10
O1 0.68364 -0.22771 1.60962  -0.08
H1 1.44258 0.32890 1.79715  0.08
H2 1.78450 -1.96840 -0.16655  0.05
H3 0.22579 -2.30546 -1.06768  0.05
H4 2.25496 -0.09852 -1.71146  0.06
H5 0.72770 -0.49581 -2.65301  0.05
H6 0.36192 1.14940 -0.68043  0.06
C3 -1.53001 -0.26695 0.78830  -0.22
C4 -0.43693 0.65774 1.23432  -0.40
C5 -0.06341 1.68640 0.19442  -0.06
N1 -2.32303 0.06028 -0.12831  0.11
H7 -3.00972 -0.65612 -0.37130  0.06
H8 -1.52010 -1.23565 1.31451  0.13
H9 -0.77831 1.15443 2.16031  0.14
H10 -0.95063 2.21755 -0.13426  0.07
H11 0.67165 2.39281 0.58109  0.08

=====

Entry 2:
Molecular formula: C5H11NO
Method: DFT, the ωB97M-V functional and the def2-TZVPD basis

Properties
Net charge: 0
SMILES: CCN(C)C(C)=O
Multiplicity: 1

Last column: Löwdin charge in e.
Element x y z (Å)
C1 -0.59684 -0.94933 1.54255  -0.13
C2 0.56158 -0.74337 0.67183  -0.23
C3 -0.31373 -1.13749 -1.60861  -0.07
C4 -0.02583 1.12521 -0.86705  -0.50
C5 0.36306 2.09790 0.19507  -0.01
H1 -1.44975 -1.59015 1.28753  0.07
H2 -0.22636 -1.40196 2.57794  0.11
H3 -0.85524 0.12022 2.10015  0.12
H4 1.27973 0.01444 0.98204  0.10
H5 1.07669 -1.81087 0.42888  0.16
H6 -0.96401 -1.90112 -1.20608  0.07
H7 -0.64162 -0.60587 -2.44811  0.05
H8 0.62003 -1.86324 -2.05599  0.15
H9 0.04131 1.96000 1.29595  0.11
H10 0.09992 3.06693 -0.30431  0.11
H11 1.35594 2.27502 0.11003  0.04
N1 0.11716 -0.16149 -0.67588  -0.13
O1 -0.44206 1.50517 -2.02595  -0.04

=====

Entry 3:
Molecular formula: C5H11NO
Method: DFT, the ωB97M-V functional and the def2-TZVPD basis

Properties
Net charge: 0
SMILES: CC(=O)CN.C=C
Multiplicity: 1

Last column: Löwdin charge in e.
Element x y z (Å)
C1 -2.49668 -0.62578 -0.05358  -0.09
C2 1.44768 -0.12706 0.39055  -0.23
C3 -1.79448 -1.67849 0.31260  -0.09
C4 0.04918 1.99332 0.12334  -0.01
C5 0.97712 0.99907 -0.52296  -0.45
N1 2.25636 -1.13481 -0.26430  0.00
O1 1.31622 1.05942 -1.67838  0.08
H1 3.07863 -0.69845 -0.67096  0.07
H2 1.73422 -1.53710 -1.03715  0.07
H3 -3.10234 -0.07203 0.64629  0.05
H4 -2.50750 -0.27378 -1.07232  0.06
H5 0.56589 -0.60922 0.82536  0.09
H6 2.02857 0.30818 1.21003  0.12
H7 -1.78885 -2.03690 1.32937  0.05
H8 -1.19954 -2.23939 -0.38935  0.05
H9 0.44678 2.32210 1.07975  0.08
H10 -0.10414 2.84695 -0.53148  0.09
H11 -0.90716 1.50397 0.30319  0.06

=====

Entry 4:
Molecular formula: C5H11NO
Method: DFT, the ωB97M-V functional and the def2-TZVPD basis

Properties
Net charge: 0
SMILES: N/C=C/CCCO
Multiplicity: 1

Last column: Löwdin charge in e.
Element x y z (Å)
C1 1.84731 -1.09941 0.39923  -0.23
O1 1.35052 -1.23729 1.77356  -0.13
C2 1.03942 -0.18371 -0.53532  -0.19
C3 0.54249 1.23599 -0.05641  -0.19
C4 -0.90801 1.17274 0.39270  -0.16
C5 -1.98452 0.96153 -0.36686  -0.21
N1 -2.54571 -0.34544 -0.50413  0.04
H1 2.06386 -2.04912 0.11790  0.08
H2 2.80728 -0.59553 0.47266  0.10
H3 0.59514 -0.65609 2.14600  0.11
H4 1.80227 -0.04505 -1.27459  0.09
H5 0.23587 -0.85160 -0.90941  0.10
H6 0.68721 1.74455 -1.04495  0.11
H7 1.33863 1.55144 0.60792  0.10
H8 -1.14563 0.51075 1.36302  0.12
H9 -2.61248 1.60731 -0.96844  0.10
H10 -2.04726 -1.19220 -0.26199  0.08
H11 -3.06641 -0.52888 -1.35090  0.08

=====

Entry 5:
Molecular formula: C5H11NO
Method: DFT, the ωB97M-V functional and the def2-TZVPD basis

Properties
Net charge: 0
SMILES: CCN(C)C(C)=O
Multiplicity: 1

Last column: Löwdin charge in e.
Element x y z (Å)
C1 -1.87709 0.45307 -1.03858  -0.06
C2 -1.43952 -0.47694 0.27662  -0.14
N1 0.00134 -0.44129 0.60280  -0.13
C3 0.57271 0.26911 1.75313  -0.06
C4 0.68938 -0.56536 -0.57280  -0.54
O1 0.13628 -1.03907 -1.55029  0.01
C5 2.08956 -0.04195 -0.67121  0.00
H1 -2.90538 0.19701 -1.32747  0.06
H2 -1.36838 0.38711 -2.04645  0.08
H3 -1.79375 1.52698 -0.82814  0.05
H4 -1.68327 -1.52249 0.03394  0.10
H5 -1.91106 -0.34503 1.29107  0.12
H6 0.01034 0.04964 2.67300  0.09
H7 1.60679 -0.07744 1.92591  0.08
H8 0.60252 1.36790 1.61916  0.09
H9 2.44429 -0.34315 -1.65504  0.09
H10 2.73055 -0.45029 0.11176  0.08
H11 2.09471 1.05220 -0.59740  0.09

=====

Entry 6:
Molecular formula: C5H11NO
Method: DFT, the ωB97M-V functional and the def2-TZVPD basis

Properties
Net charge: 0
Multiplicity: 1

Last column: Löwdin charge in e.
Element x y z (Å)
C1 -0.69169 -2.00829 -0.58735  -0.12
C2 -0.34331 -0.56750 -0.73216  -0.18
C3 -1.34516 2.11381 0.32413  -0.11
N1 0.71318 -0.00047 -0.13491  -0.18
C4 1.72293 -0.85192 0.50090  -0.01
C5 0.86852 1.31618 -0.00965  -0.21
O1 -0.15075 2.12170 -0.42580  -0.15
H1 -0.77860 -2.33336 0.46122  0.07
H2 -1.67494 -2.15674 -1.04106  0.07
H3 0.00603 -2.69282 -1.09208  0.07
H4 -0.93533 0.11127 -1.32640  0.10
H5 -1.78035 3.10409 0.20020  0.09
H6 -2.04458 1.35780 -0.04734  0.07
H7 -1.13942 1.90610 1.37635  0.09
H8 1.28558 -1.32096 1.38441  0.10
H9 2.05026 -1.62835 -0.19347  0.10
H10 2.57778 -0.24583 0.80509  0.09
H11 1.81549 1.74567 0.28855  0.11

=====

Entry 7:
Molecular formula: C5H11NO
Method: DFT, the ωB97M-V functional and the def2-TZVPD basis

Properties
Net charge: 0
Multiplicity: 1

Last column: Löwdin charge in e.
Element x y z (Å)
C1 -2.14401 -0.59768 -0.16134  -0.10
N1 0.25417 1.31587 -0.30464  0.10
C2 0.32711 -0.10583 -0.28083  -0.40
C3 -0.70594 -0.92134 0.15900  -0.16
C4 2.78739 0.15374 -0.83357  -0.02
C5 1.60885 -0.51417 -0.73948  -0.16
H1 -2.46679 -1.05571 -1.10243  0.08
H2 -2.81082 -0.87868 0.66144  0.08
H3 -2.24468 0.48790 -0.23499  0.06
H4 -0.66136 1.68405 -0.08871  0.07
H5 0.56091 1.76746 -1.14824  0.09
H6 -0.44755 -1.97405 0.32300  0.11
H7 2.76546 1.20136 -0.48468  0.06
H8 3.67940 -0.26330 -1.25919  0.04
H9 1.76122 -1.84235 -1.63107  0.22
H10 -0.92537 0.06300 1.74279  -0.02
H11 -0.25273 0.73044 2.93681  0.04
O1 -1.08524 0.74928 2.44614  -0.09

=====

Entry 8:
Molecular formula: C5H11NO
Method: DFT, the ωB97M-V functional and the def2-TZVPD basis

Properties
Net charge: 0
SMILES: CC(C)[C@H](N)C=O
Multiplicity: 1

Last column: Löwdin charge in e.
Element x y z (Å)
O1 2.75767 -0.06825 0.36810  0.05
C1 2.04873 0.76932 -0.14996  -0.22
C2 0.57329 0.90586 -0.16364  -0.38
C3 -0.17765 -0.31285 0.49157  -0.35
C4 -1.47912 0.06868 1.28844  -0.08
C5 -0.15839 -1.53339 -0.46862  -0.07
N1 0.01871 1.15396 -1.46161  0.05
H1 2.53265 1.34437 -1.01445  0.14
H2 0.14198 1.77358 0.39007  0.15
H3 0.38524 -0.78683 1.46451  0.17
H4 -2.01518 0.85373 0.78803  0.05
H5 -2.09404 -0.83648 1.45942  0.09
H6 -1.23959 0.59592 2.16167  0.05
H7 -0.47779 -1.39204 -1.48357  0.05
H8 -0.78532 -2.29927 0.07683  0.10
H9 0.87343 -1.83944 -0.49262  0.07
H10 -0.99287 1.37349 -1.40871  0.10
H11 0.08828 0.22964 -1.84547  0.04

=====

Entry 9:
Molecular formula: C5H11NO
Method: DFT, the ωB97M-V functional and the def2-TZVPD basis

Properties
Net charge: 0
SMILES: CCN[C@H](C)C=O
Multiplicity: 1

Last column: Löwdin charge in e.
Element x y z (Å)
C1 1.94007 -1.24910 1.09270  -0.09
C2 1.43846 -0.37938 -0.06857  -0.28
N1 0.36849 0.54328 0.32231  -0.05
C3 -1.84185 1.46940 0.02863  -0.05
C4 -0.76803 0.60283 -0.61189  -0.39
C5 -1.38306 -0.73847 -0.84248  -0.27
O1 -1.62867 -1.20974 -1.91623  0.07
H1 2.20881 -0.59643 1.92092  0.07
H2 1.19392 -1.98952 1.35077  0.07
H3 2.86277 -1.70597 0.72856  0.07
H4 2.23875 0.10332 -0.64003  0.11
H5 1.00659 -1.05333 -0.81507  0.10
H6 0.72732 1.47741 0.42647  0.10
H7 -1.35835 2.38389 0.37031  0.08
H8 -2.31542 1.00310 0.88621  0.08
H9 -2.61775 1.73028 -0.69200  0.09
H10 -0.39521 0.94477 -1.58291  0.15
H11 -1.67684 -1.33636 0.04231  0.14

=====

Entry 10:
Molecular formula: C5H11NO
Method: DFT, the ωB97M-V functional and the def2-TZVPD basis

Properties
Net charge: 0
SMILES: C/C=N/C=O.[H][H].C=C
Multiplicity: 1

Last column: Löwdin charge in e.
Element x y z (Å)
C1 -1.71019 -0.56321 -1.37866  -0.09
C2 -1.87628 0.67748 -0.94218  -0.09
C3 1.04209 0.63724 0.47617  -0.21
C4 0.89129 1.25914 1.82815  -0.06
N1 1.39846 -0.57891 0.35650  0.05
C5 1.56316 -1.06444 -0.95015  -0.37
O1 2.12944 -0.47412 -1.83812  0.05
H1 -1.34268 -0.74002 -2.38505  0.06
H2 -0.84194 -2.14614 1.44588  0.04
H3 -2.00278 -1.40049 -0.75402  0.04
H4 -1.64805 1.51181 -1.59587  0.05
H5 -2.31077 0.86512 0.03578  0.05
H6 0.84294 1.26039 -0.40356  0.12
H7 -0.08617 1.72354 1.97677  0.07
H8 1.04585 0.49842 2.58663  0.07
H9 1.62489 2.05570 1.97474  0.08
H10 -0.17063 -1.85550 1.30560  0.01
H11 1.15427 -2.08456 -1.06609  0.12

=====

Entry 11:
Molecular formula: C5H11NO
Method: DFT, the ωB97M-V functional and the def2-TZVPD basis

Properties
Net charge: 0
SMILES: C=C/C=C(/C)N.O
Multiplicity: 1

Last column: Löwdin charge in e.
Element x y z (Å)
N1 -1.93295 0.41755 0.23209  0.09
C1 -1.28976 0.56944 -1.01265  -0.38
C2 -0.21242 1.39246 -1.15834  -0.10
C3 0.79591 1.42799 -0.09246  -0.22
C4 2.00412 0.89699 -0.00941  0.00
C5 -1.90127 -0.20846 -2.13744  -0.06
H1 -1.32960 0.27802 1.01938  0.08
H2 -2.88850 0.13337 0.17058  0.08
H3 -0.19555 2.00751 -2.04391  0.10
H4 0.48230 1.90581 0.83159  0.09
H5 2.53178 1.21515 0.88613  0.05
H6 2.63879 0.40056 -0.71302  0.05
H7 -2.65920 0.31932 -2.72236  0.08
H8 -1.16442 -0.56227 -2.86164  0.08
H9 -2.26880 -1.17676 -1.79079  0.08
H10 3.08042 -2.69102 3.41159  0.03
H11 1.68154 -3.12033 3.90935  0.03
O1 2.62763 -3.20533 4.08130  -0.06

=====

Entry 12:
Molecular formula: C5H11NO
Method: DFT, the ωB97M-V functional and the def2-TZVPD basis

Properties
Net charge: 0
SMILES: C[C@@H]1CN[C@]1(C)O
Multiplicity: 1

Last column: Löwdin charge in e.
Element x y z (Å)
C1 -0.06561 -1.82902 0.92074  -0.07
C2 0.48566 -0.54223 0.31717  -0.26
C3 0.62343 0.62156 1.31164  -0.17
N1 0.03093 1.57289 0.34886  0.03
C4 -0.37598 0.45843 -0.54504  -0.56
O1 -1.75494 0.19823 -0.50893  0.01
C5 -0.07860 0.75693 -2.00866  -0.01
H1 -0.20588 -2.64231 0.20333  0.08
H2 0.64386 -2.17672 1.68368  0.08
H3 -1.01631 -1.67072 1.44668  0.07
H4 1.43437 -0.75096 -0.19159  0.14
H5 -1.99662 -0.04245 0.39346  0.09
H6 -0.03691 0.50524 2.18212  0.11
H7 1.62605 0.85994 1.67883  0.11
H8 0.76207 2.11994 -0.09785  0.10
H9 -0.17378 -0.12452 -2.64769  0.09
H10 0.91732 1.19205 -2.14441  0.08
H11 -0.81906 1.49372 -2.34235  0.09

=====

Entry 13:
Molecular formula: C5H11NO
Method: DFT, the ωB97M-V functional and the def2-TZVPD basis

Properties
Net charge: 0
SMILES: CNC(C)=O.C=C
Multiplicity: 1

Last column: Löwdin charge in e.
Element x y z (Å)
C1 -0.12481 1.80928 -0.29596  -0.01
C2 -1.08697 0.79888 0.26867  -0.63
C3 -2.09655 -1.37755 -0.01485  -0.05
C4 1.82815 -0.07589 -0.24890  -0.18
C5 2.61236 -0.75406 0.50624  -0.09
H1 0.06283 1.52253 -1.30039  0.06
H2 0.88755 1.42673 0.18483  0.07
H3 -0.36710 2.80857 0.03609  0.09
H4 -1.23079 0.09446 -1.46205  0.12
H5 -1.96774 -1.35725 1.19676  0.15
H6 -3.08553 -1.40181 -0.36617  0.05
H7 -1.57630 -2.30734 -0.26864  0.07
H8 1.01966 -0.75437 -0.58186  0.08
H9 2.02287 0.87351 -0.73516  0.06
H10 2.24120 -1.55273 1.24675  0.08
H11 3.66159 -0.33738 0.90957  0.10
N1 -1.42124 -0.18193 -0.52721  -0.01
O1 -1.37917 0.76634 1.45227  0.02

=====

Number 1: orbital gap 10.53 eV, LUMO energy 0.94 eV. Number 2: orbital gap 9.90 eV, LUMO energy 0.81 eV. Number 3: orbital gap 10.21 eV, LUMO energy 0.99 eV. Number 4: orbital gap 8.20 eV, LUMO energy 0.70 eV. Number 5: orbital gap 10.06 eV, LUMO energy 0.90 eV. Number 6: orbital gap 7.01 eV, LUMO energy 0.96 eV. Number 7: orbital gap 8.61 eV, LUMO energy 0.27 eV. Number 8: orbital gap 10.38 eV, LUMO energy 0.70 eV. Number 9: orbital gap 10.30 eV, LUMO energy 1.04 eV. Number 10: orbital gap 10.39 eV, LUMO energy 0.46 eV. Number 11: orbital gap 8.16 eV, LUMO energy 0.62 eV. Number 12: orbital gap 10.02 eV, LUMO energy 0.96 eV. Number 13: orbital gap 10.20 eV, LUMO energy 0.82 eV.